(1)
133
Properties=species:S:1:pos:R:3:lowdin_charge:R:1 method="wB97M-V/def2-TZVPD" e_homo_ev=-8.561 orbital_gap_ev=6.26 lumo_ev=-2.300 total_energy_ev=-126102.7681 smiles="C[C@@H](Cl)[C@H](Cl)c1c(CCCNCc2ccccc2O)cc2nc(C(=O)NC(=O)F)cnc2c1S(=O)(=O)C(F)(F)C(F)(F)F.COC[C@@H](C)N.COC[C@@H](C)N.COC[C@@H](C)N.COC[C@@H](C)N"
Cl 0.65943 -2.27872 1.98652 0.56
Cl -1.95211 -3.50185 1.96776 0.52
S 1.89987 -1.51877 -2.29171 0.83
F -0.66114 -0.51573 -4.13578 0.09
F 1.85223 -3.23913 -4.30376 0.05
F 1.64071 8.88806 -3.74862 0.05
F -0.55276 -2.23136 -5.65072 0.08
F 1.21113 -0.80968 -5.40959 0.09
F -0.00993 -3.41305 -2.99923 0.05
O -6.99596 3.29067 3.27377 -0.06
O 3.00876 7.00354 -4.18303 0.11
O 5.95351 0.24623 1.22531 -0.19
O -3.74499 7.02820 7.17790 -0.19
O 2.57975 -2.46602 -1.30169 -0.33
O 3.96167 -5.41564 3.07951 -0.19
O 3.06685 -0.96121 -3.10067 -0.33
O 0.34365 5.66896 -4.40145 0.08
O -1.76285 -5.20636 -9.15791 -0.19
N 1.73324 1.64373 -3.04814 0.09
N -5.55757 0.57546 2.38497 -0.10
N 0.06299 3.84945 -1.47762 0.14
N 4.32823 -3.93867 5.52622 0.04
N 8.67703 1.16248 0.97471 0.04
N 0.30634 -4.93495 -7.16648 0.05
N 1.37688 6.73250 -2.50025 0.14
N -4.89365 6.50473 4.58448 0.04
C -6.05494 1.14466 1.09901 -0.21
C 0.84493 4.04639 -2.65291 -0.09
C 0.19386 -1.50394 -4.67685 -0.32
C -3.20698 0.68740 1.55068 -0.19
C -3.25444 5.95647 6.37746 -0.20
C -5.22123 3.36617 -0.29256 -0.04
C 2.08780 7.54713 -3.53484 -0.34
C -0.19783 -7.31539 -7.31772 -0.07
C -0.16271 -2.09896 0.32244 -0.59
C 7.03533 -0.60831 1.58475 -0.21
C 5.18534 -5.51619 3.79957 -0.20
C 0.93480 1.33871 -1.88982 -0.13
C 0.91141 -0.19111 -1.43863 -0.11
C -2.01718 -5.56616 -7.80325 -0.20
C -0.71112 2.00193 0.11416 0.09
C -1.73767 -2.60172 0.34326 -0.62
C 0.87681 -2.46703 -3.57409 -0.31
C 5.49038 -4.30542 4.70562 -0.43
C 8.43324 -0.70855 -0.56948 -0.07
C 5.34510 -0.06492 -0.01901 -0.10
C -4.57534 6.62609 8.25487 -0.11
C 1.68775 3.00531 -3.44250 0.02
C -5.59577 5.95908 0.59468 -0.06
C -6.38829 3.75971 2.06084 -0.18
C -0.78974 0.51458 0.58880 -0.09
C -1.56471 -6.30565 -10.03146 -0.11
C 0.01149 -0.60731 -0.20873 -0.08
C 5.96387 -3.07361 3.93885 -0.09
C -5.35704 4.54102 5.95438 -0.06
C -2.06136 -3.69151 -0.78737 -0.15
C -4.26466 5.41520 5.34399 -0.42
C -5.89241 2.73212 0.97358 -0.10
C 8.37302 -0.27259 0.89234 -0.43
C -1.68776 0.25399 1.88387 -0.18
C -5.08436 4.92669 -0.47163 -0.09
C 0.85418 5.55773 -3.24226 -0.28
C 4.03641 -4.60308 1.91901 -0.11
C 0.14409 2.44769 -1.15172 -0.14
C -6.24329 5.32113 1.88734 0.00
C -4.32962 -0.25655 2.20800 -0.23
C -0.75707 -5.93294 -6.99101 -0.43
H -5.58110 0.63670 0.17076 0.12
H -4.81017 2.73394 -1.14870 0.09
H -4.93887 3.83673 6.67966 0.08
H -7.80158 2.80078 2.96802 0.11
H -1.13632 -4.36344 -0.97221 0.09
H 3.26379 -4.93636 1.22058 0.09
H -2.99547 -4.29970 -0.50217 0.08
H 5.85301 0.46289 -0.82853 0.08
H 3.81860 -3.56413 2.17428 0.06
H 7.17170 -0.46957 2.66331 0.12
H -3.70527 4.78708 4.64119 0.13
H -1.83567 -5.98725 -11.04199 0.09
H -6.13494 5.12365 6.45291 0.07
H -6.64538 6.02088 2.69510 0.08
H 4.08295 -4.73197 6.11596 0.07
H -3.93277 -0.69360 3.20494 0.13
H -2.18556 -7.16471 -9.76070 0.09
H 6.01787 -5.73013 3.11804 0.12
H 7.85268 1.66608 0.64469 0.07
H -0.50976 -6.58605 -10.04982 0.07
H 4.31312 0.29653 0.00960 0.08
H 6.30406 -4.59964 5.37820 0.13
H -2.40069 6.36921 5.82800 0.12
H -3.34539 0.64676 0.41576 0.10
H -1.61436 -0.79551 2.32528 0.05
H -3.30370 1.79664 1.86733 0.12
H -7.19312 0.91949 1.04213 0.13
H 0.54023 7.29055 -2.22637 0.14
H 0.49037 -7.63920 -6.53177 0.08
H -4.54369 -1.16666 1.52733 0.11
H -2.26782 -3.14435 -1.78969 0.09
H 0.35874 -2.89982 -0.33167 0.08
H -2.77539 -6.35722 -7.75023 0.12
H -4.16588 7.01942 4.09128 0.08
H -5.48680 7.08644 0.44045 0.08
H 2.28526 3.33556 -4.35592 0.14
H -4.51553 7.39308 9.03218 0.09
H -2.46538 -1.72932 0.22845 0.09
H -1.32370 0.97536 2.71549 0.14
H 9.15985 -0.81988 1.42385 0.13
H -0.99781 -8.05852 -7.38542 0.08
H -4.25920 5.67135 8.68514 0.09
H 8.02950 -1.71716 -0.69711 0.08
H 6.43764 -2.36149 4.62075 0.08
H 5.14432 -2.54152 3.45091 0.07
H 3.52936 -3.84902 4.89695 0.07
H 5.07752 -6.39812 4.44110 0.12
H 7.88742 -0.03544 -1.23383 0.07
H -6.29980 0.01760 2.84886 0.11
H 8.74323 1.42524 1.95649 0.07
H 6.75980 -1.66013 1.44117 0.10
H -5.85352 3.95832 5.17440 0.05
H -1.29743 2.80658 0.70194 0.13
H -5.25006 7.17972 5.26274 0.08
H -5.61571 6.57324 7.92826 0.07
H -0.03857 -4.03251 -6.84400 0.04
H 0.43291 -4.80064 -8.17046 0.07
H 9.47017 -0.71957 -0.91737 0.08
H 5.32947 -1.14128 -0.21312 0.09
H -1.04448 -5.94398 -5.93337 0.13
H -4.62035 5.36769 -1.41646 0.07
H -2.85590 5.15384 7.00997 0.12
H -2.46541 -4.67770 -7.34417 0.12
H 5.00855 -4.68142 1.42322 0.09
H 0.36505 -7.33298 -8.25328 0.06
H 6.69981 -3.34244 3.17550 0.07

(2)
118
Properties=species:S:1:pos:R:3:lowdin_charge:R:1 method="wB97M-V/def2-TZVPD" s2=0.832 relative_energy_kj_mol=72.6 e_homo_ev="-11.960 / -11.978" total_charge=+2 spin_multiplicity=2 orbital_gap_ev="5.16 / 5.67" lumo_ev="-6.798 / -6.313" total_energy_ev=-187845.1839
Ge -0.79100 0.42335 1.89301 0.99
Ni 0.17154 -0.32683 -0.09394 0.02
S 0.17675 1.39989 -3.16364 0.92
P 1.75320 1.54799 0.39177 1.09
P 1.19169 -2.08644 0.91142 1.02
P -2.08430 -1.32567 -0.58267 1.10
O -0.24670 0.73512 -1.86765 -0.65
N -2.63063 0.43517 1.41656 -0.17
N -1.53254 1.09524 3.80786 -0.03
N -0.43319 -1.23218 2.97866 -0.17
N -0.44983 2.38733 1.74691 -0.12
C 2.86623 1.75010 1.87700 -0.49
C -1.76468 0.08000 6.10634 -0.02
C -0.15660 4.19718 5.48480 -0.06
C 0.24361 -2.39606 2.46138 -0.36
C -4.90472 0.95208 2.19301 -0.02
C 2.75723 2.20808 -1.04579 -0.52
C -3.77952 1.99326 4.49728 -0.01
C 3.82085 -1.62885 0.21961 -0.12
C -0.36899 -2.13504 5.24235 -0.01
C -3.14273 -2.61952 1.68995 -0.10
C -1.34456 1.83562 -4.03820 -0.20
C 2.57692 3.69953 -1.32852 -0.09
C 0.38824 2.78922 0.65411 -0.35
C -2.23190 -2.63582 -3.08603 -0.09
C 4.23346 1.80730 -0.95377 -0.09
C -2.97817 1.33476 3.57930 -0.13
C -2.48673 -1.28495 -2.40672 -0.52
C 2.23873 1.24303 3.18616 -0.10
C -0.86753 2.37029 4.08704 -0.17
C -0.66961 2.91581 5.34286 -0.01
C 0.15232 4.93858 4.35597 -0.06
C -0.73975 -2.03039 6.56851 -0.06
C -3.51702 0.87700 2.36584 -0.22
C 1.33386 -3.75025 0.07839 -0.50
C -1.32836 0.02955 4.79195 -0.14
C 0.95575 -4.95460 0.93863 -0.09
C -1.46266 -0.93188 7.00245 -0.06
C 0.54850 -3.74571 -1.23412 -0.13
C -3.02615 -2.76504 0.16584 -0.49
C 0.03768 4.37228 3.09969 -0.03
C 2.93908 -1.78089 1.46667 -0.52
C -0.67178 -1.12010 4.32240 -0.24
C 0.71211 0.04596 -4.24743 -0.20
C -3.84980 -0.69242 -2.76982 -0.09
C -3.00175 0.15076 0.05653 -0.35
C -0.42519 3.06042 2.94561 -0.27
C 3.36720 3.17934 2.09892 -0.07
C -4.42313 -3.00312 -0.40786 -0.09
C -5.14491 2.09174 4.29682 -0.06
C 3.52361 -2.81255 2.42899 -0.08
C -5.70497 1.53504 3.15669 -0.06
H -0.02950 4.61751 6.47225 0.11
H 3.72729 1.11929 1.63137 0.09
H -4.07192 -0.00885 -0.05912 0.08
H -1.03407 2.27112 -4.98889 0.08
H 0.12811 -3.03442 4.90639 0.10
H 3.02343 0.99188 3.90087 0.10
H 2.34998 1.67008 -1.90118 0.04
H -5.36494 0.55785 1.29694 0.10
H 0.85057 3.76309 0.80992 0.07
H 3.01970 -2.81527 3.39439 0.07
H 3.89814 3.58810 1.24366 0.06
H -6.77519 1.57869 3.00528 0.12
H -0.49317 -2.82423 7.26069 0.12
H -4.43429 -3.24074 -1.46779 0.06
H 0.76334 -4.64236 -1.81675 0.10
H -3.97978 -1.96960 1.94604 0.08
H 3.28729 -1.09650 -0.57575 0.05
H -0.12223 -5.01873 1.09100 0.08
H 1.44631 -4.94408 1.91117 0.07
H -2.70601 0.98179 -0.60029 0.09
H 2.39507 -3.82197 -0.16832 0.10
H -4.86020 -3.85238 0.11977 0.10
H 2.86967 4.32378 -0.48627 0.07
H -0.18091 2.80960 -0.27980 0.08
H -1.98284 0.97131 -4.20519 0.05
H -0.48720 -3.17939 2.22157 0.08
H 1.26359 -0.66183 -3.63047 0.06
H 4.13616 -2.59684 -0.16981 0.08
H 0.80640 -2.86971 -1.83730 0.06
H 3.50077 -3.82016 2.01224 0.08
H -1.19714 -2.95254 -2.95843 0.05
H -1.86657 2.58523 -3.44600 0.07
H 1.37408 0.45648 -5.00918 0.07
H 4.72048 2.02460 -1.90486 0.10
H -3.34202 2.45966 5.36765 0.11
H -4.68001 -1.24825 -2.34061 0.07
H 4.72744 -1.07387 0.46313 0.09
H 0.95433 -2.80691 3.17878 0.07
H -0.88936 2.34924 6.23264 0.11
H -5.07850 -2.14833 -0.23281 0.08
H 4.56842 -2.55857 2.61618 0.10
H -1.79646 -0.85613 8.02743 0.12
H 1.62792 2.02312 3.63859 0.07
H 1.61472 0.35439 3.05568 0.03
H -2.42150 -2.53944 -4.15641 0.09
H 2.54695 3.84735 2.36404 0.07
H -0.52313 -3.71912 -1.03439 0.03
H -2.37663 0.89288 6.45900 0.10
H -3.33631 -3.59458 2.13898 0.10
H -3.96413 -0.72862 -3.85542 0.09
H -3.93608 0.34978 -2.46252 0.07
H 1.26652 -5.86406 0.42248 0.10
H 3.21481 3.97223 -2.17065 0.10
H 4.34928 0.74197 -0.75797 0.04
H 2.90542 -0.81786 1.97715 0.06
H 4.06254 3.17144 2.93989 0.10
H 0.28652 4.95933 2.22538 0.11
H 1.54788 3.93952 -1.59745 0.07
H -1.72589 -0.60499 -2.78285 0.03
H -0.14302 -0.44308 -4.70921 0.06
H 0.50291 5.95714 4.45532 0.12
H -2.87513 -3.43032 -2.71439 0.07
H -5.76503 2.59487 5.02469 0.11
H 4.76564 2.35817 -0.18113 0.08
H -2.24688 -2.20366 2.14564 0.03
H -2.41236 -3.64549 -0.05422 0.09

(3)
137
Properties=species:S:1:pos:R:3:lowdin_charge:R:1 method="wB97M-V/def2-TZVPD" e_homo_ev=-9.390 orbital_gap_ev=9.50 lumo_ev=0.108 total_energy_ev=-102423.1359 smiles="CC(C)[C@@H](C)COOC(=O)OCCN.C[C@@H]1COC(=O)O1.C[C@@H]1COC(=O)O1.C[C@@H]1COC(=O)O1.C[C@@H]1COC(=O)O1.C[C@@H]1COC(=O)O1.C[C@@H]1COC(=O)O1.C[C@@H]1COC(=O)O1.C[C@@H]1COC(=O)O1"
O -8.35019 -11.33764 -3.47383 0.06
O 7.38796 4.94981 -7.18624 0.17
O 0.13215 -1.24728 -3.36170 0.07
O 3.71667 -0.50186 1.33876 0.24
O -5.82055 -7.49650 -6.76131 0.15
O -1.90476 -3.49009 5.20265 0.02
O 0.25355 8.85935 5.10542 0.06
O -5.62337 -7.12578 -4.54626 0.05
O -2.58807 -3.88844 7.29645 0.09
O -1.10015 5.06400 4.02364 0.07
O 3.81452 4.23221 -4.63668 0.09
O 1.73938 9.72879 3.64709 0.17
O 2.74752 2.41286 -3.89721 0.03
O 3.07409 -2.87113 2.13523 -0.06
O 2.19298 9.68420 5.85561 0.07
O -4.58782 -5.77255 -5.99063 0.09
O 7.44421 7.10992 -7.82819 0.07
O -1.55708 -2.55730 -2.64947 0.14
O -0.14806 3.15454 4.75468 0.16
O -1.96520 -5.60940 5.97631 0.17
O 6.64903 6.58100 -5.80800 0.06
O -1.14236 -0.57742 -1.65439 0.08
O 1.56468 4.12728 -4.76125 0.16
O 1.93803 0.07986 2.42915 0.02
O -6.90785 -12.58080 -4.64586 0.08
O 3.10498 -1.77703 3.01902 0.03
O 0.51485 4.10007 2.81774 0.08
O -7.74045 -13.36722 -2.70092 0.16
N 1.18894 -0.94412 5.24018 0.03
C -3.49791 -1.72987 7.94847 -0.02
C 2.03197 0.84592 3.67541 -0.11
C -1.11917 -3.30059 1.04648 -0.04
C 2.60717 3.64312 -4.46280 -0.56
C -0.05082 5.12942 1.98527 -0.33
C -4.72930 -6.30960 -3.77538 -0.09
C -0.91763 -1.55708 -2.56470 -0.56
C 0.27095 -3.99983 1.19049 -0.35
C 1.16606 -3.48285 0.06097 -0.05
C -6.11369 -10.98787 -6.30606 -0.02
C 6.78646 8.01114 -5.82672 -0.33
C -2.13522 -4.44743 6.14330 -0.55
C -7.80930 -10.48771 -4.49484 -0.09
C -0.23771 4.02120 3.94544 -0.54
C -0.72107 6.00811 3.01028 -0.08
C -0.02250 0.32484 -1.70206 -0.32
C -3.14014 -4.47962 -4.51567 -0.02
C -7.67360 -12.51568 -3.52473 -0.56
C 0.35939 8.46297 6.48508 -0.33
C 0.46353 0.12817 -3.11464 -0.09
C -4.48236 -5.14306 -4.69864 -0.32
C 1.42907 9.45243 4.75848 -0.56
C 0.95992 0.36557 4.64785 -0.25
C 5.64835 8.67819 -5.09256 -0.02
C -0.44335 1.73822 -1.38207 -0.01
C 6.82201 8.29125 -7.30864 -0.09
C -5.38624 -6.85778 -5.85772 -0.56
C 4.79424 3.44684 -3.93086 -0.32
C -2.47106 -2.26793 5.69314 -0.09
C 1.01445 5.82377 1.17214 -0.01
C 0.12357 -4.64281 3.58010 -0.06
C -0.98221 8.52430 7.17418 -0.02
C 6.13609 3.49826 -4.61881 -0.02
C 2.99404 -0.70221 2.19219 -0.64
C -2.42147 -2.46523 7.18728 -0.33
C 2.29366 -3.86667 2.76493 -0.16
C 1.37294 9.45112 7.00705 -0.09
C 0.80341 -3.67812 2.59020 -0.34
C 4.14605 2.08555 -3.93022 -0.09
C -7.28496 -11.48495 -5.49768 -0.33
C 7.18305 6.09751 -6.96228 -0.55
H 4.68888 8.27559 -5.41972 0.09
H -0.71660 1.82392 -0.32942 0.08
H 0.92728 10.39996 7.31543 0.14
H -5.28327 -4.40241 -4.62100 0.16
H -0.06332 0.75004 -3.84207 0.15
H 0.46335 -4.50243 4.59828 0.08
H 1.40783 5.15242 0.40820 0.08
H -5.24300 -10.82919 -5.66856 0.09
H 1.85448 6.11567 1.80347 0.09
H 1.96737 9.05267 7.82613 0.14
H 4.87389 3.84528 -2.91500 0.16
H 7.40705 9.17388 -7.55730 0.14
H 2.03829 -4.12810 -0.01026 0.08
H -4.48424 -2.12573 7.70286 0.09
H 0.61258 -3.59747 -0.86542 0.07
H 2.63973 -4.84780 2.46256 0.15
H -1.13767 -2.41540 1.68183 0.08
H 6.03701 3.30291 -5.68571 0.09
H 0.75116 7.44211 6.51326 0.16
H 6.57226 4.48865 -4.52142 0.07
H 4.42112 1.48831 -3.06307 0.14
H 5.82723 8.38346 -7.75125 0.14
H -1.94331 -3.93694 1.35151 0.08
H -8.58207 -9.84227 -4.90600 0.14
H 0.84143 1.11763 5.41822 0.09
H -0.04630 6.74293 3.45545 0.13
H -5.19271 -6.01465 -2.83672 0.14
H -1.88206 -1.41410 5.36283 0.13
H 6.82552 2.77212 -4.18567 0.10
H -1.25449 -2.93466 0.03670 0.05
H -3.82617 -6.88682 -3.56384 0.14
H -0.78539 4.66166 1.32365 0.16
H 1.85115 1.87999 3.40905 0.10
H -3.47388 -0.66332 7.72380 0.09
H 1.15442 -1.65110 4.51865 0.03
H 2.49803 -3.81307 3.83647 0.13
H 7.74042 8.26354 -5.35519 0.16
H 0.36516 2.43963 -1.58970 0.09
H -1.32112 2.02202 -1.96408 0.09
H -2.33126 -5.15759 -4.79194 0.10
H 0.02151 0.32506 4.10373 0.11
H 5.72335 8.48999 -4.02136 0.09
H -8.08169 -11.83456 -6.16065 0.16
H -6.35807 -10.05410 -6.81238 0.08
H -5.82652 -11.72507 -7.05688 0.09
H 5.65876 9.75614 -5.25500 0.09
H -1.47476 9.47724 6.97675 0.09
H 0.40159 -5.65110 3.26411 0.09
H -0.94042 -4.60754 3.48243 0.06
H 1.53194 0.29180 -3.21516 0.12
H 4.34729 1.51295 -4.83846 0.14
H 2.09150 -0.98723 5.69456 0.07
H -7.02336 -9.86930 -4.05496 0.13
H -1.59560 6.52104 2.61686 0.14
H -3.05650 -3.60687 -5.16287 0.09
H -3.36164 -1.85975 9.02219 0.09
H -1.64038 7.74129 6.79686 0.09
H -3.48862 -2.17519 5.30441 0.14
H 1.46289 -2.45379 0.21111 0.08
H 0.71939 -0.02110 -0.97625 0.16
H -1.43547 -2.21015 7.58512 0.16
H 0.61319 6.70973 0.68047 0.10
H 0.49520 -2.68676 2.91686 0.12
H -0.87326 8.39401 8.25090 0.09
H 0.05644 -5.06150 1.11779 0.13
H 3.03780 0.75030 4.08056 0.14
H -2.99761 -4.15718 -3.48747 0.07